Entry 1:
Molecular formula: C25H45IrNP2Se
Method: DFT, the ωB97M-V functional and the def2-TZVPD basis

Last column: Löwdin charge in e.
Positions of all 75 atoms, in Å:
1 Ir 0.06440 -0.07735 0.16238  0.923
2 C 1.83047 -1.57105 -1.02728  -0.268
3 C 2.55825 -0.33576 -0.83976  -0.237
4 C 1.65226 -0.99049 1.22907  -0.423
5 C 1.38893 -2.02785 0.25218  -0.321
6 C 2.46689 0.00361 0.53979  -0.247
7 C 1.70873 -2.35735 -2.28661  -0.029
8 H 1.46668 -1.73298 -3.15761  0.084
9 H 0.94164 -3.13797 -2.21135  0.066
10 H 2.65593 -2.86740 -2.50220  0.102
11 C 1.16314 -3.45348 0.62185  -0.037
12 H 0.82892 -4.04819 -0.22071  0.056
13 H 0.44604 -3.53757 1.45136  0.026
14 H 2.10041 -3.94895 0.93979  0.113
15 C 1.73243 -1.30699 2.69263  -0.042
16 H 2.67535 -1.82646 2.92926  0.108
17 H 0.90651 -1.95712 2.98737  0.038
18 H 1.72083 -0.39884 3.29792  0.055
19 C 3.30405 1.02586 1.24906  -0.021
20 H 4.36806 0.85735 1.02951  0.105
21 H 3.16340 0.96420 2.33887  0.081
22 H 3.04861 2.03920 0.92648  0.052
23 C 3.38687 0.30950 -1.87370  -0.026
24 H 4.33919 -0.21666 -2.02285  0.104
25 H 3.64077 1.35039 -1.58178  0.083
26 H 2.87919 0.34752 -2.84269  0.074
27 C -1.26887 1.24690 -1.26472  -0.276
28 C -0.19028 0.82221 -1.99746  -0.224
29 C 0.48368 1.73654 -2.98957  -0.148
30 C 1.39675 2.82469 -2.36755  -0.167
31 C 1.34155 2.94013 -0.87473  -0.105
32 C 0.23972 3.39336 -0.23448  -0.123
33 C -1.00268 3.78965 -0.96068  -0.165
34 C -1.86370 2.59933 -1.51404  -0.167
35 H -0.25380 2.25367 -3.62137  0.116
36 H 1.16505 3.78106 -2.87512  0.126
37 H 1.06193 1.14030 -3.70943  0.106
38 H -1.99868 2.79664 -2.58808  0.117
39 H -1.85200 0.57613 -0.59758  -0.006
40 H 0.14435 -0.23642 -2.04513  0.052
41 H -2.87752 2.67894 -1.10815  0.105
42 H -1.62580 4.39806 -0.28902  0.111
43 H 0.29413 3.77467 0.78199  0.097
44 H -0.79150 4.46350 -1.81354  0.121
45 H 2.43041 2.61343 -2.66347  0.089
46 H 2.31317 2.92744 -0.38631  0.084
47 P -1.80260 -1.83511 -0.59498  0.805
48 C -1.82645 -3.66195 -0.53167  -0.252
49 H -2.77041 -4.01424 -0.96685  0.057
50 H -1.75567 -4.01225 0.49783  0.018
51 H -1.00021 -4.09326 -1.10705  0.036
52 C -3.51006 -1.38495 -0.09492  -0.262
53 H -4.19784 -2.15813 -0.45055  0.054
54 H -3.81293 -0.40746 -0.47876  0.044
55 H -3.56191 -1.35867 1.00137  0.010
56 C -1.98832 -1.71120 -2.42039  -0.250
57 H -2.10816 -0.67369 -2.73730  0.036
58 H -2.85585 -2.28884 -2.75847  0.058
59 H -1.09253 -2.08825 -2.92282  0.037
60 P -1.06661 0.74580 2.11264  0.740
61 C 0.24389 1.91829 2.60796  -0.265
62 H -0.23759 2.84492 2.94154  0.061
63 H 0.90188 2.12399 1.75696  -0.010
64 H 0.86004 1.50813 3.41686  0.045
65 C -2.51398 1.77040 1.67526  -0.233
66 H -2.27882 2.49488 0.89210  0.015
67 H -2.85319 2.29680 2.57945  0.060
68 H -3.33085 1.13613 1.31429  0.042
69 C -1.54284 0.20940 3.81331  -0.260
70 H -1.83793 1.07874 4.41928  0.059
71 H -0.70018 -0.31239 4.28440  0.042
72 H -2.37490 -0.50342 3.75228  0.022
73 Se -1.02425 -4.26220 3.91220  0.914
74 C -1.61915 -2.92313 2.93580  -0.814
75 N -1.92644 -2.06374 2.18774  0.029

Summary:
**HOMO (spin up / spin down)**: -8.3 / -10.5 eV
**Net charge**: +1
**Spin multiplicity**: 5
**Orbital gap (spin up / spin down)**: 0.2388 / 0.1625 Eh
**Molar mass**: 692.8 Da
**F_max**: 0.0531 hartree/bohr



Entry 2:
Molecular formula: C25H45KNO6Si4Te
Method: DFT, the ωB97M-V functional and the def2-TZVPD basis

Last column: Löwdin charge in e.
Positions of all 83 atoms, in Å:
1 K -0.02882 0.93944 1.30808  0.531
2 C -0.33016 3.72051 3.68414  -0.094
3 C -1.64549 3.77412 4.10197  -0.069
4 C -2.58414 4.13108 3.16541  -0.106
5 C -2.20948 4.42612 1.88566  -0.110
6 C -0.92405 4.32388 1.46870  -0.127
7 C 0.01420 3.94445 2.37783  -0.154
8 H 0.45475 3.46269 4.33422  0.094
9 H -1.93712 3.44303 5.08347  0.110
10 H -3.64543 4.11704 3.45201  0.110
11 H -2.94792 4.73806 1.13687  0.113
12 H -0.61453 4.45812 0.43148  0.111
13 H 1.05857 3.66994 2.11022  0.119
14 O -5.73209 0.10722 3.16344  0.073
15 C -4.46167 0.41472 3.68310  -0.412
16 O -3.96057 1.49516 3.54417  0.126
17 C -3.82015 -0.78390 4.33426  -0.177
18 O -2.80495 -0.43277 5.19452  -0.115
19 C -1.54809 -1.12930 4.97915  -0.074
20 C -0.99789 -0.84177 3.54180  -0.726
21 O 0.08199 -0.21199 3.56554  -0.141
22 O -1.69142 -1.17313 2.59675  -0.034
23 H -6.08429 0.76395 2.59170  0.052
24 H -3.55171 -1.43772 3.50893  0.126
25 H -4.61333 -1.23807 4.90681  0.128
26 H -1.74789 -2.18869 5.07356  0.109
27 H -0.97015 -0.71726 5.83795  0.131
28 O -6.80248 1.56056 0.61689  -0.056
29 C -6.53206 0.36879 0.02878  -0.263
30 C -5.03908 0.30674 -0.31994  -0.240
31 C -4.36709 -0.91516 -0.35504  0.006
32 C -3.01963 -0.81919 -0.58581  -0.046
33 C -2.47576 0.40188 -0.92579  -0.101
34 C -3.20753 1.54379 -0.87632  -0.125
35 N -4.50591 1.50066 -0.61202  0.105
36 H -6.09377 2.15724 0.31543  0.080
37 H -7.07385 0.15452 -0.90743  0.122
38 H -6.77395 -0.48533 0.66850  0.114
39 H -4.93261 -1.79275 -0.29409  0.103
40 H -2.45486 -1.67935 -0.75628  0.080
41 H -1.38568 0.42097 -1.16745  0.020
42 H -2.76876 2.54067 -0.97353  0.118
43 C -0.26195 -3.05065 -2.52408  -0.218
44 Si 1.16969 -2.31103 -1.59670  0.345
45 C 2.41231 -3.74007 -1.75881  -0.208
46 C 0.74087 -2.26189 0.23609  -0.199
47 Si 2.47501 -0.37071 -2.04617  -0.039
48 Te 1.18725 1.78777 -1.81468  0.172
49 Si 4.18820 -0.31127 -0.39138  0.266
50 C 3.51746 0.22377 1.24490  -0.222
51 C 5.10124 -1.85712 -0.04602  -0.251
52 C 5.38701 0.95806 -1.00810  -0.234
53 Si 3.27903 -0.52532 -4.28633  0.337
54 C 3.58517 1.22486 -4.97758  -0.238
55 C 5.07309 -1.21344 -4.49805  -0.237
56 C 2.06446 -1.41138 -5.39881  -0.234
57 H 0.04641 -3.08147 -3.60884  0.033
58 H -1.26066 -2.71964 -2.33834  -0.012
59 H -0.26249 -4.13238 -2.22574  0.043
60 H 2.09814 -4.57635 -1.25886  -0.006
61 H 3.28062 -3.30001 -1.37213  -0.042
62 H 2.70956 -4.01107 -2.79921  0.048
63 H 0.54718 -3.16849 0.82940  0.062
64 H 0.00978 -1.57274 0.59176  -0.035
65 H 1.60707 -1.81538 0.60742  -0.037
66 H 2.98543 -0.58586 1.71243  0.020
67 H 2.86106 1.09827 1.12628  -0.002
68 H 4.30018 0.57491 1.89883  0.032
69 H 4.50614 -2.64709 0.42688  0.022
70 H 5.90652 -1.64379 0.69360  0.037
71 H 5.62610 -2.34370 -0.95870  0.060
72 H 4.82339 1.59663 -1.72633  0.015
73 H 6.31318 0.64314 -1.44442  0.007
74 H 5.74158 1.67770 -0.16922  0.061
75 H 3.41314 1.94793 -4.16878  -0.022
76 H 2.89952 1.37668 -5.80821  0.017
77 H 4.62990 1.20372 -5.35160  0.022
78 H 5.20771 -1.22440 -5.57453  0.004
79 H 5.34966 -2.20079 -3.94676  0.048
80 H 5.72689 -0.40123 -4.12276  0.012
81 H 1.06507 -1.11649 -5.30225  0.002
82 H 2.13896 -2.47761 -5.29707  0.004
83 H 2.48596 -1.28104 -6.46480  0.060

Summary:
**ΔE to the lowest compared entry with this formula, charge and spin**: 143.8 kJ/mol
**HOMO**: -4.3 eV
**Net charge**: -1
**Spin multiplicity**: 1
**Orbital gap**: 0.2408 Eh
**Molar mass**: 734.7 Da
**F_max**: 0.0680 hartree/bohr



Entry 3:
Molecular formula: C25H46As2CuN2O4S3Si3
Method: DFT, the ωB97M-V functional and the def2-TZVPD basis

Last column: Löwdin charge in e.
Positions of all 86 atoms, in Å:
1 Cu 0.00736 0.10867 0.62189  0.249
2 S 2.16285 1.26579 0.95219  0.625
3 C 1.32777 2.08064 -0.30092  -1.132
4 N 0.11155 1.68828 -0.58491  -0.131
5 C -0.42522 2.33120 -1.69927  -0.312
6 C -1.66293 2.08301 -2.28530  -0.052
7 C -2.03569 2.82907 -3.39025  -0.071
8 C -1.18643 3.80926 -3.91130  -0.078
9 C 0.05339 4.04818 -3.34143  -0.078
10 C 0.43049 3.29620 -2.23451  -0.459
11 S 1.92444 3.33806 -1.33469  1.063
12 H -2.30896 1.32497 -1.86407  0.068
13 H -3.00004 2.65490 -3.85255  0.109
14 H -1.49575 4.38491 -4.77454  0.107
15 H 0.71853 4.79430 -3.75798  0.112
16 N 0.32171 -1.01791 -1.36577  0.080
17 C 0.24742 -2.43866 -1.13595  -0.315
18 C 1.35948 -3.10966 -0.65999  -0.052
19 C 1.24417 -4.43519 -0.24294  -0.069
20 C 0.01547 -5.08463 -0.28854  -0.271
21 C -1.07964 -4.41647 -0.83444  -0.045
22 C -0.96213 -3.10652 -1.27195  -0.034
23 S -0.23359 -6.63994 0.58161  0.397
24 O -1.26112 -6.28100 1.55729  -0.369
25 O 1.06805 -6.90343 1.17819  -0.363
26 O -0.67139 -7.58723 -0.41805  -0.337
27 H 1.23497 -0.73333 -1.69822  0.103
28 H -0.39679 -0.69394 -2.00105  0.092
29 H 2.31040 -2.58743 -0.61067  0.111
30 H 2.09215 -4.97787 0.15938  0.112
31 H -2.03394 -4.92957 -0.88021  0.122
32 H -1.82576 -2.57917 -1.67122  0.100
33 C -3.57325 3.83450 0.04260  -0.208
34 Si -4.27942 2.16229 0.45334  0.270
35 C -5.65384 2.43561 1.68829  -0.216
36 C -5.04343 1.41735 -1.07051  -0.215
37 As -2.54600 0.77391 1.28249  0.886
38 Si -3.80999 -1.20223 1.73565  0.296
39 C -4.21191 -1.78119 0.00397  -0.215
40 C -5.38265 -0.82184 2.64682  -0.217
41 C -2.93939 -2.56283 2.62748  -0.203
42 Si -1.87095 2.18514 3.06792  0.272
43 C -3.24934 2.85831 4.10891  -0.214
44 C -0.95076 3.60474 2.27452  -0.201
45 C -0.69998 1.27056 4.17732  -0.225
46 H -4.23864 4.33047 -0.67285  0.044
47 H -2.57627 3.78816 -0.39785  0.013
48 H -3.51570 4.45633 0.94013  0.025
49 H -5.77407 3.50885 1.86651  0.038
50 H -5.48153 1.95557 2.65010  0.000
51 H -6.59525 2.04741 1.28600  0.038
52 H -5.61639 2.20480 -1.57229  0.043
53 H -5.73177 0.61103 -0.80588  0.024
54 H -4.32250 1.01286 -1.78461  0.011
55 H -5.27125 -1.64438 -0.22619  0.031
56 H -3.97276 -2.84536 -0.09041  0.036
57 H -3.63289 -1.24551 -0.75094  -0.001
58 H -6.07814 -0.23490 2.04466  0.015
59 H -5.20131 -0.28302 3.58126  0.029
60 H -5.86768 -1.77341 2.89353  0.043
61 H -2.15685 -2.98343 1.99276  0.014
62 H -3.66816 -3.35329 2.83509  0.054
63 H -2.49568 -2.23510 3.57201  0.027
64 H -3.92519 3.49826 3.53869  0.015
65 H -2.80179 3.46155 4.90728  0.044
66 H -3.84309 2.06422 4.57190  0.033
67 H -1.54587 4.52036 2.27756  0.031
68 H -0.67409 3.39449 1.24013  0.001
69 H -0.02767 3.78694 2.83215  0.040
70 H -1.23985 0.62770 4.87996  0.035
71 H -0.10918 1.99455 4.74766  0.049
72 H -0.01556 0.65114 3.59624  -0.017
73 C 2.69547 -1.97884 2.53844  -0.189
74 As 0.82598 -2.18577 2.89828  1.069
75 C 0.43387 -4.04083 2.95485  -0.177
76 C 0.64888 -1.61573 4.71627  -0.214
77 O -0.20335 -1.26413 1.91384  -0.598
78 H 3.21452 -2.07359 3.49134  0.049
79 H 2.89239 -1.00456 2.10109  -0.027
80 H 3.02168 -2.76524 1.86680  0.035
81 H 1.37928 -4.58309 2.91906  0.061
82 H -0.19015 -4.38341 2.13711  0.005
83 H -0.07340 -4.23498 3.89789  0.058
84 H 1.03452 -2.42804 5.33095  0.049
85 H -0.39941 -1.44703 4.94807  0.028
86 H 1.21856 -0.70758 4.89839  0.042

Summary:
**ΔE to the lowest compared entry with this formula, charge and spin**: 0.0 kJ/mol
**HOMO (spin up / spin down)**: -7.9 / -7.9 eV
**Spin multiplicity**: 2
**Orbital gap (spin up / spin down)**: 0.2882 / 0.2257 Eh
**Molar mass**: 832.5 Da
**F_max**: 0.0140 hartree/bohr



Entry 4:
Molecular formula: C25H46BNP2Pm
Method: DFT, the ωB97M-V functional and the def2-TZVPD basis

Last column: Löwdin charge in e.
Positions of all 76 atoms, in Å:
1 Pm 0.76186 -0.74268 -1.12975  1.415
2 C 2.28279 -0.69555 1.16830  -0.301
3 C 1.21171 -1.63339 1.34478  -0.347
4 C 2.76743 -2.57091 -0.08759  -0.289
5 C 3.24583 -1.28862 0.29033  -0.272
6 C 1.50134 -2.77911 0.52711  -0.350
7 C 2.47452 0.61355 1.84522  -0.018
8 H 1.61591 0.90248 2.46260  0.066
9 H 2.66585 1.42334 1.12530  0.040
10 H 3.35815 0.56620 2.50185  0.108
11 C 4.55836 -0.68443 -0.06891  -0.020
12 H 5.01975 -0.15392 0.77948  0.097
13 H 4.44800 0.04543 -0.88797  0.072
14 H 5.26386 -1.45798 -0.40445  0.079
15 C 3.52559 -3.56316 -0.89665  -0.030
16 H 4.60887 -3.41353 -0.79637  0.082
17 H 3.27965 -3.47378 -1.96369  0.082
18 H 3.30750 -4.59640 -0.58855  0.089
19 C 0.72311 -4.04976 0.49599  -0.054
20 H 0.85306 -4.59233 -0.45046  0.074
21 H -0.35126 -3.88100 0.64292  0.066
22 H 1.05775 -4.71942 1.29990  0.101
23 C 0.08887 -1.54923 2.31930  -0.040
24 H -0.02516 -2.50572 2.85415  0.098
25 H -0.88643 -1.34214 1.83706  0.072
26 H 0.24562 -0.77153 3.08062  0.083
27 C -0.08981 3.48349 2.47081  -0.107
28 C -0.29673 3.29158 3.78085  -0.106
29 C -1.42665 2.49659 4.34826  -0.176
30 C -2.85281 2.87213 3.82072  -0.176
31 C -3.44420 1.85013 2.90491  -0.095
32 C -2.74138 1.13924 2.00373  -0.133
33 C -1.36128 1.49789 1.53784  -0.233
34 C -1.05248 3.01092 1.41916  -0.174
35 H -1.43359 2.63149 5.44091  0.113
36 H -2.84827 3.86938 3.35900  0.119
37 H -1.26755 1.42205 4.18230  0.108
38 H -1.98212 3.60928 1.42003  0.122
39 H 0.79366 4.02197 2.11273  0.102
40 H 0.38362 3.71047 4.52289  0.107
41 H -0.58960 3.19296 0.43484  0.104
42 H -0.59179 1.01528 2.15421  0.074
43 H -3.19109 0.26167 1.51917  0.098
44 H -1.21941 1.07636 0.52614  0.028
45 H -3.50303 2.96344 4.70092  0.112
46 H -4.51473 1.65852 3.04862  0.110
47 P -1.49268 0.61511 -2.06857  0.782
48 P -0.75623 -2.27267 -2.77605  0.716
49 C -2.44495 -0.14264 -3.50737  -0.388
50 C -1.75002 -1.36918 -4.08045  -0.398
51 H -2.54557 0.63659 -4.27500  0.091
52 H -3.44797 -0.38700 -3.12576  0.085
53 H -2.45827 -2.08445 -4.52490  0.095
54 H -1.04106 -1.07905 -4.87184  0.094
55 C -0.33426 -3.73370 -3.76237  -0.261
56 H 0.11529 -4.50002 -3.12039  0.046
57 H 0.39594 -3.43558 -4.52537  0.058
58 H -1.21931 -4.14745 -4.26147  0.062
59 C -2.16290 -2.85550 -1.70543  -0.234
60 H -3.00659 -3.16844 -2.33963  0.067
61 H -2.51754 -2.07712 -1.00889  0.038
62 H -1.82800 -3.71194 -1.10314  0.039
63 C -0.89925 2.17788 -2.85044  -0.236
64 H 0.12717 2.40506 -2.53904  0.005
65 H -1.56947 2.99546 -2.55787  0.059
66 H -0.92175 2.06304 -3.94165  0.056
67 C -3.03404 1.29155 -1.29898  -0.252
68 H -3.52858 1.97623 -2.00133  0.070
69 H -2.78586 1.84583 -0.39070  0.015
70 H -3.72952 0.49026 -1.00707  0.057
71 B 3.34126 3.12302 -0.68040  -0.389
72 C 2.52803 2.01771 -1.33784  -0.219
73 N 1.94062 1.10975 -1.81597  -0.071
74 H 2.73937 3.47527 0.33496  0.031
75 H 3.51362 4.04321 -1.45005  0.031
76 H 4.39919 2.53753 -0.41559  0.049

Summary:
**ΔE to the lowest compared entry with this formula, charge and spin**: 0.0 kJ/mol
**HOMO (spin up / spin down)**: -10.7 / -10.7 eV
**Net charge**: +1
**Spin multiplicity**: 5
**Orbital gap (spin up / spin down)**: 0.2467 / 0.2558 Eh
**Molar mass**: 578.4 Da
**F_max**: 0.0908 hartree/bohr



- Look up the spin multiplicity of the first one.
  5



- The lowest F_max belongs to which entry?
  C25H46As2CuN2O4S3Si3



- Which of these has the lowest spin multiplicity?
  C25H45KNO6Si4Te



- Which formula does entry 1 have?
  C25H45IrNP2Se